i:
ORCA calculation (wB97M-V/def2-TZVPD) on a molecular structure, C36H38BaCl2N7O4P2.

Structure (XYZ):
```
90
Properties=species:S:1:pos:R:3
Ba 0.222 1.279 0.702
Cl -4.337 3.211 6.004
C -3.110 2.383 5.086
C -2.909 2.729 3.764
C -1.960 2.079 2.962
N -1.730 2.380 1.620
C -2.220 3.489 1.062
O -2.827 4.445 1.568
C -1.997 3.581 -0.436
C -2.897 4.356 -1.168
C -2.714 4.503 -2.529
C -1.612 3.896 -3.119
C -0.761 3.160 -2.317
N -0.949 2.984 -1.008
C -1.223 1.012 3.544
C -1.415 0.715 4.898
C -2.338 1.391 5.669
Cl -2.505 0.987 7.351
N -0.260 0.349 2.794
C 0.030 -0.929 3.032
O -0.595 -1.769 3.693
C 1.352 -1.351 2.419
C 1.968 -2.492 2.931
C 3.261 -2.789 2.548
C 3.896 -1.953 1.638
C 3.188 -0.877 1.132
N 1.946 -0.577 1.507
H -3.494 3.529 3.343
H -3.708 4.831 -0.636
H -3.407 5.083 -3.126
H -1.414 3.994 -4.178
H 0.118 2.680 -2.734
H -0.831 -0.076 5.342
H 1.413 -3.092 3.638
H 3.775 -3.647 2.963
H 4.921 -2.125 1.336
H 3.634 -0.219 0.393
C -3.652 -3.027 -0.769
P -2.173 -2.104 -1.385
C -1.662 -3.296 -2.716
N -2.594 -3.920 -3.394
C -2.219 -4.797 -4.356
C -3.194 -5.435 -5.152
C -2.809 -6.356 -6.088
C -1.448 -6.675 -6.265
C -0.483 -6.048 -5.525
C -0.853 -5.082 -4.564
N 0.103 -4.455 -3.837
C -0.262 -3.567 -2.945
P 0.980 -2.685 -1.869
C 1.098 -4.026 -0.593
C 2.655 -2.843 -2.745
C 3.669 -2.168 -1.814
C 2.513 -2.006 -4.022
C 3.187 -4.242 -3.068
C -3.004 -0.731 -2.414
C -1.965 -0.213 -3.416
C -3.356 0.359 -1.398
C -4.281 -1.144 -3.145
H -4.239 -3.439 -1.587
H -4.259 -2.353 -0.163
H -3.302 -3.835 -0.126
H -4.234 -5.176 -5.003
H -3.554 -6.850 -6.699
H -1.168 -7.427 -6.992
H 0.569 -6.268 -5.649
H 1.258 -5.000 -1.055
H 0.167 -4.037 -0.024
H 1.912 -3.794 0.095
H 3.353 -1.158 -1.563
H 4.641 -2.115 -2.311
H 3.793 -2.741 -0.891
H 2.157 -1.003 -3.770
H 1.806 -2.469 -4.714
H 3.479 -1.915 -4.526
H 3.407 -4.797 -2.153
H 4.127 -4.137 -3.622
H 2.491 -4.812 -3.668
H -1.007 -0.031 -2.921
H -2.308 0.726 -3.858
H -1.809 -0.930 -4.226
H -2.470 0.738 -0.890
H -4.039 -0.043 -0.647
H -3.845 1.210 -1.881
H -4.143 -2.056 -3.719
H -4.565 -0.342 -3.834
H -5.104 -1.292 -2.444
O 1.457 1.204 -1.287
N 2.214 2.150 -0.949
O 2.114 2.582 0.221
```

Molecular weight   902.93 g mol⁻¹
Total charge   -1



ii:
ORCA calculation (wB97M-V/def2-TZVPD) on a molecular structure, C36H38BaCl2N7O4P2.

Structure (XYZ):
```
90
Properties=species:S:1:pos:R:3
Ba -1.446 1.980 0.535
Cl 4.246 4.619 -3.683
C 2.662 4.050 -3.231
C 2.360 3.916 -1.887
C 1.114 3.460 -1.440
N 0.793 3.326 -0.074
C 1.740 3.437 0.863
O 2.977 3.505 0.765
C 1.217 3.537 2.303
C 2.094 3.985 3.288
C 1.627 4.153 4.579
C 0.297 3.870 4.861
C -0.503 3.415 3.829
N -0.054 3.248 2.585
C 0.118 3.166 -2.424
C 0.463 3.301 -3.772
C 1.716 3.723 -4.179
Cl 2.054 3.827 -5.885
N -1.131 2.636 -2.034
C -2.163 2.676 -2.884
O -2.288 3.264 -3.967
C -3.372 1.821 -2.487
C -4.284 1.480 -3.485
C -5.371 0.689 -3.160
C -5.540 0.276 -1.844
C -4.597 0.671 -0.913
N -3.534 1.412 -1.229
H 3.121 4.145 -1.162
H 3.115 4.193 3.003
H 2.290 4.508 5.358
H -0.113 3.996 5.853
H -1.547 3.167 3.992
H -0.273 3.081 -4.526
H -4.109 1.854 -4.483
H -6.085 0.402 -3.922
H -6.381 -0.334 -1.544
H -4.685 0.386 0.131
C -2.269 -2.016 -1.959
P -0.890 -1.100 -1.178
C -0.064 -2.475 -0.258
N -0.282 -3.709 -0.627
C 0.536 -4.675 -0.129
C 0.329 -6.026 -0.492
C 1.209 -6.983 -0.075
C 2.328 -6.637 0.717
C 2.539 -5.341 1.092
C 1.632 -4.336 0.684
N 1.792 -3.061 1.133
C 0.932 -2.160 0.741
P 0.891 -0.515 1.613
C 2.672 -0.099 1.689
C 0.496 -1.100 3.356
C 0.098 0.165 4.122
C 1.641 -1.792 4.093
C -0.723 -2.024 3.276
C 0.376 -0.959 -2.569
C -0.317 -0.234 -3.726
C 0.920 -2.295 -3.073
C 1.532 -0.108 -2.038
H -1.940 -2.863 -2.560
H -2.839 -1.316 -2.571
H -2.923 -2.385 -1.168
H -0.524 -6.260 -1.115
H 1.057 -8.017 -0.358
H 3.018 -7.410 1.031
H 3.378 -5.049 1.709
H 3.290 -0.973 1.892
H 2.819 0.650 2.469
H 2.972 0.366 0.749
H 0.889 0.921 4.107
H -0.100 -0.090 5.168
H -0.811 0.599 3.706
H 2.497 -1.126 4.218
H 1.978 -2.689 3.579
H 1.294 -2.074 5.092
H -1.549 -1.551 2.740
H -1.076 -2.242 4.288
H -0.481 -2.976 2.798
H -1.082 -0.862 -4.190
H 0.425 0.013 -4.490
H -0.774 0.697 -3.396
H 0.127 -2.997 -3.336
H 1.568 -2.778 -2.339
H 1.518 -2.111 -3.970
H 1.191 0.855 -1.657
H 2.244 0.092 -2.844
H 2.075 -0.629 -1.244
O -3.526 2.643 2.227
N -3.720 1.557 2.816
O -2.902 0.648 2.527
```

Molecular weight   902.93 g mol⁻¹
Total charge   -1



Here is how they stack up, most stable first: ii, i.



i:
ORCA calculation (wB97M-V/def2-TZVPD) on a molecular structure, C43H56AsIrN5O3P2SSe2Si3.

Structure (XYZ):
```
117
Properties=species:S:1:pos:R:3
Ir -0.995 -1.069 0.404
Se 4.902 2.143 2.517
P 4.675 0.962 0.788
C 4.914 1.866 -0.764
C 5.629 3.059 -0.748
C 5.920 3.707 -1.940
C 5.505 3.158 -3.146
C 4.796 1.965 -3.163
C 4.501 1.315 -1.974
C 5.924 -0.351 0.656
C 5.654 -1.667 0.295
C 6.701 -2.569 0.159
C 8.009 -2.161 0.370
C 8.278 -0.846 0.727
C 7.239 0.058 0.871
C 3.041 0.185 0.786
C 1.741 0.578 0.488
N 0.926 -0.338 1.060
N 1.685 -1.260 1.645
N 2.946 -0.960 1.503
P 0.862 1.973 -0.173
Se -1.247 1.506 0.010
C 1.334 3.383 0.832
C 0.622 3.634 2.006
C 1.052 4.632 2.863
C 2.180 5.380 2.551
C 2.882 5.134 1.382
C 2.471 4.128 0.522
C 1.252 2.268 -1.897
C 1.299 1.158 -2.743
C 1.470 1.342 -4.103
C 1.588 2.627 -4.620
C 1.506 3.730 -3.784
C 1.318 3.556 -2.419
H 5.948 3.469 0.204
H 6.477 4.635 -1.928
H 5.744 3.655 -4.077
H 4.476 1.537 -4.103
H 3.965 0.373 -1.985
H 4.637 -1.993 0.142
H 6.491 -3.596 -0.111
H 8.820 -2.869 0.263
H 9.297 -0.526 0.899
H 7.439 1.082 1.163
H -0.262 3.053 2.239
H 0.505 4.825 3.776
H 2.520 6.153 3.228
H 3.762 5.713 1.140
H 3.033 3.922 -0.378
H 1.182 0.159 -2.335
H 1.505 0.484 -4.762
H 1.731 2.770 -5.684
H 1.573 4.730 -4.192
H 1.208 4.417 -1.774
N -0.372 -1.304 4.407
C -0.548 -1.770 3.168
N -1.326 -0.987 2.450
C -1.687 0.081 3.284
C -2.513 1.182 3.074
C -2.714 2.041 4.134
C -2.100 1.831 5.378
C -1.268 0.753 5.594
C -1.084 -0.117 4.525
H 0.196 -1.739 5.114
H -0.108 -2.686 2.814
H -2.972 1.355 2.116
H -3.362 2.899 4.005
H -2.285 2.526 6.186
H -0.786 0.593 6.549
C -5.202 -0.821 2.360
Si -5.188 -0.319 0.558
C -6.842 -0.707 -0.196
C -4.911 1.526 0.378
As -3.315 -1.518 -0.349
Si -3.811 -3.839 0.080
C -5.674 -3.981 0.188
C -3.112 -4.276 1.751
C -3.241 -4.877 -1.351
Si -3.476 -1.161 -2.727
C -5.123 -1.885 -3.244
C -3.425 0.685 -2.997
C -2.078 -1.957 -3.646
H -5.861 -0.174 2.945
H -4.204 -0.763 2.794
H -5.555 -1.847 2.478
H -7.565 0.007 0.207
H -7.190 -1.709 0.048
H -6.845 -0.607 -1.282
H -5.256 2.052 1.273
H -5.470 1.920 -0.472
H -3.864 1.781 0.229
H -6.086 -3.425 1.031
H -5.947 -5.032 0.321
H -6.166 -3.628 -0.720
H -3.428 -3.549 2.503
H -2.024 -4.280 1.715
H -3.446 -5.268 2.063
H -3.848 -4.689 -2.239
H -3.314 -5.938 -1.100
H -2.200 -4.673 -1.601
H -5.921 -1.144 -3.171
H -5.404 -2.745 -2.634
H -5.072 -2.214 -4.285
H -3.914 1.238 -2.193
H -3.916 0.947 -3.938
H -2.390 1.034 -3.048
H -2.156 -3.045 -3.671
H -1.125 -1.720 -3.175
H -2.047 -1.584 -4.673
C 1.821 -3.620 -0.427
S 0.249 -3.102 -1.014
O 0.296 -1.633 -1.314
O -0.079 -3.918 -2.136
O -0.708 -3.227 0.145
H 2.515 -3.606 -1.265
H 1.688 -4.633 -0.049
H 2.130 -2.953 0.369
```

Molecular weight   1294.29 g mol⁻¹
Total charge   +1



ii:
ORCA calculation (wB97M-V/def2-TZVPD) on a molecular structure, C43H56AsIrN5O3P2SSe2Si3.

Structure (XYZ):
```
117
Properties=species:S:1:pos:R:3
Ir 1.617 -1.310 0.028
Se -2.972 3.264 0.378
P -1.178 3.998 -0.468
C -1.311 4.542 -2.194
C -2.532 4.991 -2.688
C -2.635 5.400 -4.010
C -1.519 5.361 -4.838
C -0.298 4.924 -4.343
C -0.190 4.515 -3.022
C -0.633 5.490 0.428
C 0.569 5.669 1.109
C 0.791 6.855 1.801
C -0.167 7.854 1.817
C -1.366 7.676 1.137
C -1.598 6.501 0.446
C 0.088 2.704 -0.477
C 0.072 1.396 -0.934
N 1.209 0.805 -0.442
N 1.876 1.717 0.260
N 1.225 2.844 0.249
P -0.733 0.460 -2.204
Se -0.001 -1.567 -2.033
C -2.529 0.507 -2.245
C -3.262 -0.630 -1.906
C -4.645 -0.606 -1.987
C -5.296 0.543 -2.416
C -4.567 1.673 -2.759
C -3.186 1.659 -2.676
C -0.151 1.154 -3.766
C 1.201 1.487 -3.864
C 1.713 1.942 -5.066
C 0.881 2.064 -6.174
C -0.459 1.720 -6.082
C -0.978 1.251 -4.883
H -3.401 4.989 -2.038
H -3.587 5.744 -4.395
H -1.603 5.673 -5.872
H 0.572 4.900 -4.988
H 0.765 4.178 -2.631
H 1.312 4.891 1.104
H 1.721 6.994 2.338
H 0.013 8.772 2.363
H -2.123 8.449 1.155
H -2.541 6.356 -0.067
H -2.745 -1.527 -1.590
H -5.214 -1.487 -1.715
H -6.376 0.554 -2.496
H -5.071 2.570 -3.096
H -2.618 2.537 -2.954
H 1.854 1.380 -3.004
H 2.761 2.201 -5.141
H 1.283 2.420 -7.115
H -1.105 1.811 -6.945
H -2.016 0.957 -4.822
N 4.160 -4.551 -0.988
C 3.775 -3.325 -0.608
N 2.476 -3.151 -0.744
C 1.970 -4.358 -1.251
C 0.679 -4.753 -1.590
C 0.501 -6.036 -2.066
C 1.579 -6.922 -2.207
C 2.864 -6.541 -1.884
C 3.033 -5.248 -1.404
H 5.102 -4.901 -0.962
H 4.455 -2.581 -0.238
H -0.154 -4.075 -1.495
H -0.494 -6.370 -2.333
H 1.399 -7.918 -2.589
H 3.700 -7.220 -1.999
C -2.360 -0.353 1.194
Si -1.971 -2.086 1.759
C -3.126 -2.561 3.149
C -2.197 -3.363 0.410
As 0.435 -1.961 2.068
Si 0.743 -0.308 3.815
C -0.743 -0.730 4.906
C 0.387 1.452 3.313
C 2.218 -0.663 4.911
Si 1.003 -4.091 3.050
C -0.499 -4.612 4.042
C 1.223 -5.345 1.690
C 2.518 -4.064 4.132
H -3.338 -0.274 0.716
H -1.608 -0.016 0.478
H -2.347 0.345 2.035
H -4.145 -2.368 2.801
H -2.970 -1.985 4.060
H -3.051 -3.620 3.399
H -3.234 -3.392 0.061
H -1.932 -4.363 0.767
H -1.558 -3.126 -0.437
H -1.676 -0.369 4.466
H -0.616 -0.229 5.873
H -0.846 -1.800 5.103
H -0.483 1.497 2.649
H 1.226 1.905 2.786
H 0.159 2.050 4.200
H 1.919 -1.264 5.771
H 2.636 0.276 5.290
H 3.007 -1.188 4.372
H -1.293 -4.972 3.383
H -0.906 -3.799 4.646
H -0.224 -5.425 4.720
H 0.576 -5.140 0.843
H 0.999 -6.348 2.063
H 2.257 -5.344 1.335
H 2.319 -3.614 5.107
H 3.311 -3.499 3.643
H 2.872 -5.087 4.292
C 5.147 0.261 2.276
S 3.767 -0.603 1.567
O 3.871 -0.467 0.097
O 3.803 -1.997 1.987
O 2.562 0.057 2.077
H 5.893 -0.447 2.626
H 4.759 0.859 3.098
H 5.550 0.906 1.498
```

Molecular weight   1294.29 g mol⁻¹
Total charge   +1



Here is how they stack up, most stable first: i, ii.



i:
ORCA calculation (wB97M-V/def2-TZVPD) on 2 unconnected molecules or ions with the total composition C15H18O2.

Structure (XYZ):
```
35
Properties=species:S:1:pos:R:3
C -2.030 -2.329 -0.733
C -0.594 -1.951 -1.166
C -0.515 -0.543 -1.732
C -0.670 0.542 -0.889
C -0.577 1.847 -1.378
C -0.364 2.018 -2.725
O -0.298 3.260 -3.305
C -0.196 0.946 -3.585
C -0.312 -0.351 -3.093
H -2.225 -1.673 0.111
H -2.015 -3.350 -0.331
H -2.767 -2.369 -1.532
H -0.049 -1.838 -0.223
H -0.015 -2.763 -1.590
H -0.788 0.383 0.174
H -0.480 2.621 -0.631
H -0.436 3.954 -2.645
H 0.123 1.157 -4.565
H -0.323 -1.166 -3.795
C 2.276 -1.892 1.571
C 1.440 -0.703 1.943
C 0.264 -0.858 2.670
C -0.536 0.243 2.956
C -0.146 1.507 2.535
O -1.019 2.523 2.842
C 0.994 1.705 1.774
C 1.782 0.580 1.538
H 2.384 -2.034 0.493
H 1.961 -2.787 2.100
H 3.325 -1.736 1.860
H -0.032 -1.825 3.062
H -1.548 0.139 3.327
H -0.752 3.319 2.377
H 1.368 2.672 1.461
H 2.771 0.751 1.124
```

Structure (SMILES)   CCc1ccc(O)cc1.Cc1ccc(O)cc1
Molecular weight   230.31 g mol⁻¹



ii:
ORCA calculation (wB97M-V/def2-TZVPD) on 2 unconnected molecules or ions with the total composition C15H18O2.

Structure (XYZ):
```
35
Properties=species:S:1:pos:R:3
C -1.134 -2.814 0.356
C -0.654 -1.330 0.671
C -1.975 -0.494 0.585
C -3.255 -0.724 0.964
C -4.260 0.224 0.720
C -3.956 1.431 0.100
O -4.883 2.431 -0.097
C -2.685 1.639 -0.425
C -1.678 0.735 -0.117
H -1.186 -2.848 -0.693
H -2.163 -3.042 0.706
H -0.394 -3.543 0.657
H -0.107 -1.159 1.710
H 0.093 -1.173 -0.217
H -3.490 -1.667 1.373
H -5.313 0.157 1.142
H -5.655 2.117 0.333
H -2.688 2.365 -1.235
H -0.577 1.015 -0.481
C 2.730 1.496 1.908
C 2.783 0.767 0.533
C 2.651 -0.630 0.321
C 2.671 -1.111 -0.947
C 2.992 -0.265 -2.073
O 2.760 -0.627 -3.351
C 3.388 1.017 -1.812
C 3.121 1.575 -0.557
H 1.816 1.477 2.352
H 3.162 2.583 1.815
H 3.465 1.019 2.615
H 2.495 -1.405 1.145
H 2.580 -2.118 -1.281
H 2.147 -1.422 -3.444
H 3.796 1.647 -2.690
H 3.406 2.679 -0.585
```

Structure (SMILES)   CCc1ccc(O)cc1.Cc1ccc(O)cc1
Molecular weight   230.31 g mol⁻¹



Here is how they stack up, most stable first: i, ii.